1.
15
Properties=species:S:1:pos:R:3:mulliken_charge:R:1 method="wB97M-V/def2-TZVPD" homo_ev=-8.397 smiles="C[C@H]1CN1NC=S" gap_ha=0.3369 de_lowest_ev=4.528 total_charge=0
C -1.10357 -0.94275 -0.96408 -1.183
C -0.09629 -1.09759 0.27652 0.220
C 1.32717 -1.04564 -0.12982 -0.530
N 0.78019 -0.04835 0.80676 -0.319
N 0.46421 1.24779 0.42006 -0.050
C -0.04130 2.16021 1.30075 -0.121
S -0.69569 3.56080 0.88777 -0.344
H -0.69104 -0.38520 -1.79619 0.380
H -1.26700 -2.02475 -1.48955 0.280
H -2.19703 -0.49352 -0.83606 0.263
H -0.35496 -1.91303 1.01942 0.326
H 1.50233 -0.92065 -1.25602 0.177
H 2.22025 -1.60002 0.00587 0.286
H 0.09753 1.39948 -0.64319 0.300
H 0.05521 2.10323 2.39778 0.317

2.
50
Properties=species:S:1:pos:R:3:mulliken_charge:R:1 method="wB97M-V/def2-TZVPD" homo_ev="-5.248 / -5.176" spin_multiplicity=4 gap_ha="0.2229 / 0.2093" total_charge=-1
Re -1.81750 -2.22580 -0.24024 0.616
Se -4.67588 -0.07178 -3.90537 -0.506
Sb -4.79681 -1.65513 -2.16789 0.636
Se -3.70770 -0.72866 0.03100 -0.350
Se -2.64629 -3.21646 -2.23033 -0.347
Se -6.61087 -3.05054 -1.55877 -0.570
O -1.36700 -2.58131 1.87056 -0.582
S -0.17683 -3.46727 1.65839 1.515
O -0.20776 -4.71662 2.33886 -0.711
O 0.00012 -3.52042 0.18377 -0.571
C 1.15565 -2.44416 2.20227 0.503
C 2.09474 -2.91657 3.10074 -0.518
C 3.15193 -2.09771 3.46406 -0.588
C 3.25410 -0.82767 2.91304 -0.779
C 2.30485 -0.37402 2.00924 -0.035
C 1.22326 -1.17123 1.64193 -0.588
P 0.00399 -0.47654 0.44211 0.815
C 1.14428 0.15860 -0.81050 0.456
C 1.50446 1.49765 -0.86957 0.093
C 2.39086 1.92675 -1.84873 -0.800
C 2.91162 1.02117 -2.75891 -0.514
C 2.54369 -0.31815 -2.70032 -0.624
C 1.65810 -0.75168 -1.73002 -0.610
C -0.70840 0.90796 1.35976 0.527
C -0.57886 1.05066 2.73849 -0.720
C -1.21230 2.10371 3.38137 -0.665
C -1.95989 3.01825 2.65259 -0.613
C -2.09093 2.87567 1.27822 -0.807
C -1.48290 1.81307 0.63125 -0.196
H 1.98780 -3.91801 3.49652 0.533
H 3.89447 -2.45202 4.16639 0.398
H 4.07926 -0.18141 3.18256 0.423
H 2.40928 0.61721 1.58511 0.445
H 1.05925 2.21449 -0.19202 0.387
H 2.64687 2.97605 -1.91509 0.397
H 3.58521 1.36139 -3.53488 0.389
H 2.92685 -1.01877 -3.43045 0.417
H 1.33931 -1.78782 -1.70501 0.380
H -0.00587 0.33837 3.31825 0.404
H -1.12271 2.20537 4.45537 0.423
H -2.44536 3.84313 3.15880 0.378
H -2.66899 3.58428 0.70029 0.474
H -1.59542 1.67767 -0.43810 0.426
O -1.23844 0.09244 -2.02682 0.466
N -1.18364 0.15908 -3.28394 -0.462
C -1.07562 1.37749 -3.79747 0.754
C -0.95531 1.50461 -5.21088 -0.035
N -0.83886 1.63208 -6.34997 -0.594
C -1.05918 2.54336 -2.97136 0.166
N -1.04065 3.46924 -2.28430 -0.637

3.
17
Properties=species:S:1:pos:R:3:mulliken_charge:R:1 method="wB97M-V/def2-TZVPD" homo_ev="-3.631 / -4.162" gap_ha="0.2270 / 0.2807" de_lowest_ev=7.096 total_charge=-1
C 1.43896 -0.55456 -0.53990 -0.403
C 0.82762 -1.15664 0.54709 -0.389
C 0.95531 0.69766 -1.03224 -0.407
C -0.32235 -0.65128 1.06794 -0.484
C -0.17430 1.25711 -0.49715 -0.312
C -0.79115 0.62594 0.58203 0.562
N -3.56366 0.54517 -0.91838 -0.597
N -1.94926 1.23674 1.01248 -0.751
N -4.46467 -0.08824 -0.35752 1.171
O -4.59934 -0.37780 0.80844 -0.729
O -5.29075 -0.30408 -1.29966 -0.728
H 2.29714 -0.94945 -1.07726 0.315
H 1.13050 -2.10866 0.94173 0.342
H 1.42301 1.29886 -1.80369 0.315
H -0.68323 -1.04562 1.98727 0.327
H -0.57260 2.17545 -0.76348 0.464
H -2.59989 0.67943 1.47874 0.303

4.
114
Properties=species:S:1:pos:R:3:mulliken_charge:R:1 method="wB97M-V/def2-TZVPD" homo_ev="-9.038 / -12.238" spin_multiplicity=6 gap_ha="0.1566 / 0.2739" de_lowest_ev=0.913 total_charge=+2
Fe 0.27213 0.90315 0.43853 0.943
O -0.19001 -1.11292 -0.08223 1.301
P -0.54295 -2.32586 0.74887 0.249
C -0.97580 -1.83188 2.43828 -1.802
P 0.34820 -0.85702 3.23067 0.550
O 0.92265 0.12119 2.23809 -0.958
C -0.43032 -0.00196 4.58758 0.722
C -0.34878 1.38821 4.60924 -0.612
C -0.95958 2.09172 5.63762 -0.718
C -1.64494 1.41131 6.63256 -0.634
C -1.72310 0.02266 6.61205 -0.725
C -1.11552 -0.68711 5.59125 -0.577
C 1.60622 -1.97190 3.83774 1.259
C 1.31268 -3.21551 4.39367 -0.392
C 2.33475 -4.00535 4.89524 -0.768
C 3.64684 -3.55219 4.85216 -0.548
C 3.94146 -2.31077 4.30475 -0.796
C 2.92423 -1.51932 3.79538 -0.594
C 0.80294 -3.49190 0.86905 0.672
C 2.11172 -3.04185 0.71296 -0.156
C 3.16785 -3.92062 0.89926 -0.752
C 2.91644 -5.24324 1.23869 -0.648
C 1.61132 -5.69583 1.39016 -0.826
C 0.55237 -4.82241 1.20589 -0.947
C -1.95090 -3.19921 0.06912 0.715
C -3.16840 -3.31317 0.73334 -0.222
C -4.22625 -3.98414 0.13267 -0.839
C -4.06915 -4.54282 -1.12587 -0.607
C -2.85236 -4.43831 -1.79269 -0.909
C -1.79671 -3.77073 -1.19708 -0.506
H -1.23690 -2.70444 3.04043 1.172
H -1.84322 -1.16563 2.38361 0.543
H 0.18664 1.90917 3.82616 0.468
H -0.89698 3.17181 5.65884 0.490
H -2.11951 1.96220 7.43383 0.415
H -2.25404 -0.50262 7.39429 0.445
H -1.17015 -1.77041 5.58876 0.338
H 0.29392 -3.58292 4.43733 0.282
H 2.10760 -4.97193 5.32478 0.454
H 4.44146 -4.16802 5.25215 0.448
H 4.96376 -1.95767 4.27919 0.454
H 3.14449 -0.55029 3.36518 0.388
H 2.29880 -2.00072 0.47645 0.220
H 4.18675 -3.57369 0.78928 0.463
H 3.74214 -5.92718 1.38460 0.445
H 1.42120 -6.72887 1.64836 0.474
H -0.46585 -5.17822 1.31560 0.501
H -3.30896 -2.87718 1.71408 0.428
H -5.17120 -4.07150 0.65159 0.456
H -4.89248 -5.07130 -1.58761 0.441
H -2.72866 -4.89186 -2.76742 0.486
H -0.83694 -3.71556 -1.70054 0.523
C -4.04540 1.19711 1.01708 -1.389
C -4.15498 2.47776 1.62750 -0.987
C -3.03248 3.21490 1.84915 -1.363
C -1.75404 2.71755 1.47905 0.963
N -1.66478 1.47192 0.87878 1.413
C -2.79944 0.76585 0.67107 -0.457
C -0.54075 3.43417 1.65644 0.823
C -0.46159 4.72102 2.25366 -1.555
C 0.74876 5.32602 2.42619 -0.737
C 1.92917 4.66691 2.01391 -1.225
C 1.79490 3.43682 1.42886 -0.826
N 0.61548 2.82298 1.22662 1.960
H -4.91304 0.58189 0.82811 0.572
H -5.12392 2.86549 1.91179 0.449
H -3.11713 4.18835 2.30971 0.491
H -2.66397 -0.20520 0.20171 0.529
H -1.36145 5.22328 2.57738 0.492
H 0.80348 6.30528 2.88359 0.488
H 2.90537 5.10522 2.15850 0.498
H 2.67159 2.88569 1.10414 0.597
C 3.66942 3.13435 -1.97352 -0.830
C 3.21021 2.91225 -3.41032 -0.517
C 2.44041 1.61019 -3.61879 -0.963
S 0.75840 1.55333 -2.99860 0.520
O 0.81166 1.52113 -1.50472 -1.188
C 0.00900 3.07897 -3.58170 -1.089
C 0.10858 4.24472 -2.59574 -0.357
C -1.01209 4.22097 -1.56498 -1.345
H 4.16089 4.10141 -1.87818 0.395
H 4.38627 2.36712 -1.67473 0.410
H 2.83755 3.10919 -1.26980 -0.158
H 4.07389 2.85577 -4.07549 0.449
H 2.62248 3.76043 -3.76710 0.300
H 2.91207 0.77606 -3.09106 0.491
H 2.35191 1.34027 -4.67593 0.463
H -1.03502 2.83621 -3.79366 0.576
H 0.50676 3.25790 -4.53844 0.582
H 0.04180 5.15321 -3.19764 0.536
H 1.08543 4.26229 -2.11148 0.165
H -1.98247 4.35101 -2.04875 0.511
H -0.88602 5.02729 -0.84398 0.430
H -1.03017 3.28458 -1.00986 0.071
C -1.95621 -0.03890 -2.86383 -0.692
Si -0.40971 -0.46249 -3.76450 0.308
C 0.83164 -1.59259 -3.00846 -0.607
C -0.34356 -0.19135 -5.56725 0.817
C 0.82253 -0.47706 -6.29243 -0.506
C 0.87996 -0.23633 -7.65427 -0.803
C -0.23143 0.27823 -8.31274 -0.487
C -1.39968 0.55098 -7.61331 -0.677
C -1.45665 0.31811 -6.24847 -0.345
H -2.56941 -0.92515 -2.68020 0.536
H -2.55352 0.68480 -3.42005 0.588
H -1.70281 0.36713 -1.88264 -0.424
H 0.48905 -2.63037 -3.04906 0.534
H 0.96110 -1.34041 -1.95343 -0.253
H 1.78254 -1.54566 -3.54045 0.551
H 1.68838 -0.90327 -5.79778 0.394
H 1.78221 -0.46009 -8.20747 0.437
H -0.18827 0.45783 -9.37876 0.411
H -2.26534 0.93876 -8.13293 0.439
H -2.37646 0.53072 -5.71663 0.384

5.
6
Properties=species:S:1:pos:R:3:mulliken_charge:R:1 method="wB97M-V/def2-TZVPD" homo_ev=-11.336 gap_ha=0.4012 de_lowest_ev=0.262 total_charge=0
N -0.91627 -2.48259 0.28981 -0.423
O -2.75575 -1.69885 1.90396 -0.427
S -1.62889 -1.39354 1.09598 0.559
Cl 2.66931 2.29640 1.01749 -0.236
H 3.29206 1.75064 0.06559 0.237
H -1.22789 -3.52490 0.30592 0.292

6.
41
Properties=species:S:1:pos:R:3:mulliken_charge:R:1 method="wB97M-V/def2-TZVPD" homo_ev=-3.080 gap_ha=0.2112 de_lowest_ev=2.415 total_charge=-1
Li -0.98253 -1.62451 0.24079 0.630
B -1.55467 -3.73256 1.22045 0.502
H -1.93401 -4.13555 2.14669 -0.220
H -1.47063 -4.49740 0.46400 -0.269
H -2.29751 -3.01063 0.91838 -0.426
H -0.61849 -3.23537 1.42199 -0.342
C 2.69472 0.24285 1.05118 -2.125
C 1.11095 0.28114 0.93485 1.902
C 0.67933 1.78137 1.17042 -1.144
C 0.87519 2.63790 -0.04725 -0.676
C 0.16367 2.10187 -1.27574 -1.017
C 0.67914 0.64997 -1.64496 0.946
N 0.61039 -0.24047 -0.44512 0.750
O 0.90611 -1.67064 -0.77087 -0.828
C 2.15945 0.79505 -2.22211 -1.616
C -0.22302 0.19934 -2.85172 -1.717
C 0.60286 -0.58977 2.10120 -1.935
H 3.12895 0.10460 2.04135 0.431
H 3.16924 1.12006 0.61136 0.325
H 2.98820 -0.64634 0.49324 0.483
H 1.26573 2.20402 1.98625 0.366
H -0.37417 1.69209 1.43551 0.340
H 1.92912 2.76603 -0.29407 0.304
H 0.46277 3.63770 0.08848 0.377
H 0.24153 2.74295 -2.15384 0.469
H -0.90540 2.10898 -1.06330 0.155
H 2.45133 -0.18055 -2.61086 0.401
H 2.92100 0.88851 -1.44789 0.288
H 2.25594 1.46989 -3.07261 0.361
H 0.21270 -0.70975 -3.26620 0.396
H -0.42257 0.91192 -3.65203 0.359
H -1.18530 -0.11681 -2.44903 0.270
H 0.61540 0.09745 2.94716 0.425
H 1.15828 -1.51348 2.26361 0.225
H -0.46005 -0.69102 1.88198 0.612
C -3.71455 -0.53672 0.77390 -0.873
O -2.42164 -0.19556 0.26414 -0.291
H -4.56075 -0.83432 0.15462 0.312
H -3.51022 -1.26383 1.55981 0.340
H -4.03381 0.36698 1.29304 0.356
H -2.61267 0.62461 -0.19678 0.155

These records have largest force on an atom values of 0.0684 0.0258 0.0662 0.0154 0.0577 0.0914 Eh/bohr, in the order they appear.